<w>
Computed, not measured: a 2-piece molecular cluster, C5H5NO overall, with ωB97M-V with the def2-TZVPD basis set.

CARTESIAN COORDINATES (ANGSTROEM)
O1 -2.157 -0.936 1.878
C1 -1.195 -0.857 1.143
C2 -0.705 0.422 0.559
C3 0.759 0.563 0.388
C4 -0.079 0.452 -0.842
C5 0.641 -0.465 -1.643
N1 1.796 -0.570 -1.915
H1 -0.591 -1.753 0.858
H2 -1.339 1.288 0.732
H3 1.272 -0.360 0.687
H4 1.937 0.888 -0.414
H5 -0.340 1.328 -1.431

Its multiplicity is 1. As for the charge: 0. The HOMO-LUMO gap is 0.33938 hartree. For the HOMO energy, the calculation gives -9.8 eV.


<x>
Computed, not measured: one molecule with the formula C5H5NO, with ωB97M-V with the def2-TZVPD basis set.

CARTESIAN COORDINATES (ANGSTROEM)
O1 -1.965 -0.595 -0.139
C1 -0.729 -0.639 0.498
C2 -0.237 0.699 0.858
C3 1.234 0.621 0.627
C4 0.327 -0.020 -0.358
C5 0.464 -0.510 -1.694
N1 0.669 -1.257 -2.569
H1 -0.576 -1.586 1.018
H2 -0.858 1.576 1.062
H3 1.943 -0.004 1.169
H4 1.623 1.601 0.342
H5 -1.894 0.113 -0.814

Its multiplicity is 1. As for the SMILES: N#C[C@@]12C[C@@H]1[C@H]2O. As for the charge: 0. The HOMO-LUMO gap is 0.38838 hartree. For the HOMO energy, the calculation gives -9.8 eV.


The computed energies, referenced to the most stable structure and given in kcal/mol, are <w> 63.2; <x> 0.0.


<w>
Computed, not measured: one molecule with the formula C5H5NO, with ωB97M-V with the def2-TZVPD basis set.

CARTESIAN COORDINATES (ANGSTROEM)
O1 -1.183 -0.918 -2.167
C1 -0.340 -1.144 0.842
C2 -0.244 0.365 0.828
C3 1.063 0.798 0.196
C4 -0.163 0.674 -0.652
C5 -0.450 -0.687 -1.250
N1 -0.191 -1.729 -0.286
H1 -0.337 -1.744 1.748
H2 -0.717 1.035 1.549
H3 1.840 0.049 0.076
H4 1.417 1.810 0.380
H5 -0.647 1.548 -1.079

Its multiplicity is 1. As for the SMILES: O=C1N=C[C@H]2C[C@@H]12. As for the charge: 0. The HOMO-LUMO gap is 0.37991 hartree. For the HOMO energy, the calculation gives -10.0 eV.


<x>
Computed, not measured: C5H5NO as an isolated structure, with ωB97M-V with the def2-TZVPD basis set.

CARTESIAN COORDINATES (ANGSTROEM)
O1 -0.594 0.188 1.689
C1 -1.115 -0.093 0.556
C2 -0.714 0.929 -0.489
C3 0.558 0.027 -0.393
C4 -0.353 -1.214 -0.125
C5 1.092 0.345 0.945
N1 2.202 0.572 1.182
H1 -1.108 0.855 -1.498
H2 -0.634 1.954 -0.136
H3 1.333 0.022 -1.186
H4 0.031 -1.987 0.535
H5 -0.697 -1.597 -1.080

Its multiplicity is 1. As for the charge: 0. The HOMO-LUMO gap (spin up / spin down) is 0.34548 / 0.34543 hartree. For the HOMO energy (spin up / spin down), the calculation gives -10.2 / -10.2 eV.


<y>
Computed, not measured: one molecule with the formula C5H5NO, with ωB97M-V with the def2-TZVPD basis set.

CARTESIAN COORDINATES (ANGSTROEM)
O1 0.153 2.758 -0.033
C1 -0.396 1.724 0.271
C2 0.204 0.399 0.737
C3 -0.178 -1.312 0.606
C4 0.650 -0.530 -0.319
C5 0.006 -0.505 -1.598
N1 -0.492 -0.534 -2.640
H1 -1.449 1.826 0.183
H2 0.639 0.558 1.707
H3 -1.243 -1.464 0.529
H4 0.380 -2.172 1.017
H5 1.699 -0.759 -0.343

Its multiplicity is 1. As for the SMILES: N#C[C@@H]1C[C@@H]1C=O. As for the charge: 0. The HOMO-LUMO gap is 0.39234 hartree. For the HOMO energy, the calculation gives -10.1 eV.


<z>
Computed, not measured: one molecule with the formula C5H5NO, with ωB97M-V with the def2-TZVPD basis set.

CARTESIAN COORDINATES (ANGSTROEM)
C1 -0.746 0.544 0.769
C2 -0.288 -0.012 -0.634
C3 -0.383 -0.886 0.719
C4 1.124 0.580 -0.912
C5 0.449 0.137 1.561
N1 1.665 0.670 0.563
O1 1.478 1.770 -0.343
H1 -1.473 1.271 0.843
H2 -1.069 -0.002 -1.369
H3 -0.636 -1.908 0.894
H4 2.175 0.423 -1.387
H5 0.598 0.089 2.591

Its multiplicity is 1. As for the SMILES: O1[C@@H]2[C@@H]3[C@H]4[C@@H]3[C@H]4N12. As for the charge: 0. The HOMO-LUMO gap is 0.35839 hartree. For the HOMO energy, the calculation gives -8.6 eV.


The computed energies, referenced to the most stable structure and given in kcal/mol, are <w> 0.0; <x> 73.5; <y> 50.3; <z> 140.8.